Here is a single C2H2IPS molecule in a non-equilibrium geometry from the Open Molecules 2025 dataset. Energies are from wB97M-V/def2-TZVPD.

```
! wB97M-V def2-TZVPD RIJCOSX def2/J DEFGRID3
* xyz 0 1
S 0.670 -0.174 2.797
C 0.184 -0.262 1.279
P 1.282 -0.442 -0.221
C 0.160 0.107 -1.390
I -1.891 0.708 -0.915
H -0.794 -0.402 0.880
H 0.389 0.465 -2.430
*
```

Properties
SMILES: S=C/P=C\I
Lowest unoccupied orbital energy in eV: -1.403
Gap between HOMO and LUMO in eV: 7.33
Energy in a.u.: -1114.5494
Largest force on an atom in eV Å⁻¹: 2.1

Mulliken atomic charge list, values in e, 6 entries: -0.196 -0.082 0.098 -0.355 -0.002 0.147